Formula: C6H14N2
Source: OMol25
Level of theory: ωB97M-V/def2-TZVPD

XYZ file:
```
22
Properties=species:S:1:pos:R:3:nbo_charge:R:1
C 1.345 -1.260 1.028 -0.2781
N 0.878 -0.824 -0.358 -0.6026
C -0.401 0.467 -0.051 -0.3365
C -1.381 0.668 -1.299 -0.4507
C -2.708 -0.097 -1.029 -0.1621
C -3.953 0.464 -1.100 -0.4089
C 2.817 -0.842 1.143 -0.2314
N 2.866 0.682 1.093 -0.8511
H 1.118 -2.336 1.130 0.2139
H 0.841 -0.613 1.800 0.1851
H 0.788 0.338 -0.476 0.3513
H -0.679 -0.090 0.791 0.2414
H -0.071 1.425 0.231 0.2095
H -1.684 1.721 -1.205 0.2089
H -0.934 0.475 -2.263 0.2380
H -2.611 -1.125 -0.704 0.2006
H -4.815 -0.136 -0.829 0.2017
H -4.155 1.490 -1.464 0.1953
H 3.301 -1.120 2.121 0.1955
H 3.286 -1.257 0.257 0.1815
H 3.807 1.036 0.962 0.3600
H 2.345 0.934 0.221 0.3389
```

Values from the calculation:
Relative energy (zero: lowest compared OMol25 entry of this formula, charge and spin) (eV): 5.6961
2S+1: 1
HOMO energy (eV): -8.70
LUMO energy (eV): 1.105
M (g/mol): 114.2
Charge: 0
Orbital gap (eV): 9.80
Energy (a.u.): -346.31783

=====

Formula: C6H14N2O
Source: OMol25
Level of theory: ωB97M-V/def2-TZVPD

XYZ file:
```
23
Properties=species:S:1:pos:R:3:nbo_charge:R:1
C -1.014 -0.792 1.021 -0.4517
C -1.447 -1.619 -0.175 -0.6223
C -0.975 0.798 0.747 0.4562
N -0.366 1.448 1.827 -0.8520
N -2.100 1.315 0.310 -0.7364
H -0.845 2.323 2.015 0.3784
H 0.610 1.698 1.697 0.3859
H -2.473 0.873 -0.531 0.3416
H -0.072 -1.159 1.439 0.2093
H -1.763 -0.881 1.814 0.2228
H -1.885 -1.003 -0.964 0.1985
H -0.608 -2.167 -0.612 0.2070
H -2.193 -2.365 0.121 0.2154
C 2.010 -1.224 -1.078 -0.6412
C 0.864 1.028 -0.820 0.0994
C 1.704 0.040 -0.363 -0.2276
O 1.195 2.350 -0.560 -0.6952
H 0.512 2.910 -0.968 0.4844
H 0.338 0.896 -1.762 0.1747
H 2.187 0.203 0.595 0.1990
H 1.409 -1.348 -1.982 0.2151
H 3.071 -1.243 -1.353 0.2279
H 1.841 -2.082 -0.420 0.2109
```

Values from the calculation:
Relative energy (zero: lowest compared OMol25 entry of this formula, charge and spin) (eV): 3.5507
SMILES string: [H]/N=C(/N)CC.C/C=C/O
2S+1: 1
HOMO energy (eV): -8.38
LUMO energy (eV): 0.641
M (g/mol): 130.2
Charge: 0
Orbital gap (eV): 9.02
Energy (a.u.): -421.66979

=====

Formula: C6H14N2O
Source: OMol25
Level of theory: ωB97M-V/def2-TZVPD

XYZ file:
```
23
Properties=species:S:1:pos:R:3:nbo_charge:R:1
C -1.699 1.301 -0.481 0.3537
C -1.876 1.525 0.941 -0.8084
N -2.740 1.160 -1.328 -0.6981
C -0.916 -1.019 -0.500 -0.4771
C -0.434 -1.279 -1.724 -0.3557
H -0.738 1.554 -0.908 0.2381
H -2.538 0.926 -2.287 0.4131
H -3.615 0.822 -0.954 0.4049
H -1.707 -1.633 -0.080 0.1902
H -1.917 2.593 1.166 0.2762
H -2.749 1.023 1.358 0.2198
H -0.836 1.135 1.471 0.3960
H -0.841 -2.058 -2.356 0.1886
H 0.394 -0.698 -2.112 0.1964
N 3.800 -1.405 0.633 -0.8383
C 1.867 -0.139 1.451 0.1362
C 2.760 -0.471 0.477 -0.2039
O 0.786 0.571 1.268 -0.8944
H -0.286 -0.444 0.203 0.2980
H 3.929 -1.701 1.593 0.3552
H 4.686 -1.109 0.242 0.3484
H 2.012 -0.598 2.443 0.1021
H 2.656 -0.059 -0.519 0.1590
```

Values from the calculation:
Relative energy (zero: lowest compared OMol25 entry of this formula, charge and spin) (eV): 5.9643
2S+1: 1
HOMO energy (eV): -5.16
LUMO energy (eV): -0.925
M (g/mol): 130.2
Charge: 0
Orbital gap (eV): 4.23
Energy (a.u.): -421.58109

=====

Repeat the first record exactly.
Formula: C6H14N2
Source: OMol25
Level of theory: ωB97M-V/def2-TZVPD

XYZ file:
```
22
Properties=species:S:1:pos:R:3:nbo_charge:R:1
C 1.345 -1.260 1.028 -0.2781
N 0.878 -0.824 -0.358 -0.6026
C -0.401 0.467 -0.051 -0.3365
C -1.381 0.668 -1.299 -0.4507
C -2.708 -0.097 -1.029 -0.1621
C -3.953 0.464 -1.100 -0.4089
C 2.817 -0.842 1.143 -0.2314
N 2.866 0.682 1.093 -0.8511
H 1.118 -2.336 1.130 0.2139
H 0.841 -0.613 1.800 0.1851
H 0.788 0.338 -0.476 0.3513
H -0.679 -0.090 0.791 0.2414
H -0.071 1.425 0.231 0.2095
H -1.684 1.721 -1.205 0.2089
H -0.934 0.475 -2.263 0.2380
H -2.611 -1.125 -0.704 0.2006
H -4.815 -0.136 -0.829 0.2017
H -4.155 1.490 -1.464 0.1953
H 3.301 -1.120 2.121 0.1955
H 3.286 -1.257 0.257 0.1815
H 3.807 1.036 0.962 0.3600
H 2.345 0.934 0.221 0.3389
```

Values from the calculation:
Relative energy (zero: lowest compared OMol25 entry of this formula, charge and spin) (eV): 5.6961
2S+1: 1
HOMO energy (eV): -8.70
LUMO energy (eV): 1.105
M (g/mol): 114.2
Charge: 0
Orbital gap (eV): 9.80
Energy (a.u.): -346.31783

=====

Repeat the third record exactly.
Formula: C6H14N2O
Source: OMol25
Level of theory: ωB97M-V/def2-TZVPD

XYZ file:
```
23
Properties=species:S:1:pos:R:3:nbo_charge:R:1
C -1.699 1.301 -0.481 0.3537
C -1.876 1.525 0.941 -0.8084
N -2.740 1.160 -1.328 -0.6981
C -0.916 -1.019 -0.500 -0.4771
C -0.434 -1.279 -1.724 -0.3557
H -0.738 1.554 -0.908 0.2381
H -2.538 0.926 -2.287 0.4131
H -3.615 0.822 -0.954 0.4049
H -1.707 -1.633 -0.080 0.1902
H -1.917 2.593 1.166 0.2762
H -2.749 1.023 1.358 0.2198
H -0.836 1.135 1.471 0.3960
H -0.841 -2.058 -2.356 0.1886
H 0.394 -0.698 -2.112 0.1964
N 3.800 -1.405 0.633 -0.8383
C 1.867 -0.139 1.451 0.1362
C 2.760 -0.471 0.477 -0.2039
O 0.786 0.571 1.268 -0.8944
H -0.286 -0.444 0.203 0.2980
H 3.929 -1.701 1.593 0.3552
H 4.686 -1.109 0.242 0.3484
H 2.012 -0.598 2.443 0.1021
H 2.656 -0.059 -0.519 0.1590
```

Values from the calculation:
Relative energy (zero: lowest compared OMol25 entry of this formula, charge and spin) (eV): 5.9643
2S+1: 1
HOMO energy (eV): -5.16
LUMO energy (eV): -0.925
M (g/mol): 130.2
Charge: 0
Orbital gap (eV): 4.23
Energy (a.u.): -421.58109

=====

> What is the formula in the second record?

C6H14N2O